(1)
DFT (ωB97M-V/def2-TZVPD) results for an isolated ion of composition C18H20N and charge +1 at a distorted geometry.

The LUMO energy comes out at -0.157 Eh. The orbital gap is 7.77 eV. Its structure (SMILES) is CCCCC[n+]1cccc2c3ccccc3ccc21. As for the net charge: +1.

Geometry as XYZ:
```
39
Properties=species:S:1:pos:R:3:lowdin_charge:R:1
C 1.126 4.958 -0.097 -0.1063
C 2.197 4.299 -0.959 -0.2558
C 2.524 2.855 -0.574 -0.2036
C 1.358 1.873 -0.755 -0.1610
C 0.578 1.665 0.550 -0.1298
N -0.537 0.749 0.354 0.0017
C -1.731 1.285 0.100 0.0039
C -2.844 0.507 -0.137 0.0041
C -2.721 -0.868 -0.100 0.0512
C -1.481 -1.461 0.160 -0.0492
C -1.307 -2.893 0.210 -0.0921
C -2.364 -3.800 0.036 -0.0082
C -2.148 -5.157 0.094 -0.0420
C -0.870 -5.668 0.326 -0.0443
C 0.185 -4.808 0.502 -0.0069
C -0.012 -3.418 0.449 -0.1513
C 1.074 -2.527 0.635 0.0275
C 0.916 -1.176 0.604 0.0104
C -0.359 -0.605 0.374 -0.0886
H 0.142 4.535 -0.289 0.0571
H 1.363 4.854 0.960 0.0782
H 1.073 6.019 -0.325 0.0775
H 1.888 4.331 -2.005 0.1113
H 3.117 4.880 -0.874 0.1109
H 2.873 2.826 0.460 0.1154
H 3.352 2.526 -1.204 0.1140
H 1.737 0.910 -1.099 0.1107
H 0.680 2.250 -1.524 0.1235
H 1.235 1.282 1.332 0.1319
H 0.180 2.619 0.893 0.1165
H -1.794 2.362 0.092 0.1472
H -3.792 0.977 -0.340 0.1248
H -3.591 -1.476 -0.278 0.1202
H -3.367 -3.449 -0.143 0.1059
H -2.977 -5.835 -0.041 0.1162
H -0.718 -6.735 0.368 0.1161
H 1.179 -5.186 0.684 0.1217
H 2.053 -2.946 0.809 0.1310
H 1.781 -0.554 0.749 0.1104
```

(2)
DFT (ωB97M-V/def2-TZVPD) results for one molecule with the formula C6H10O.

The LUMO energy comes out at 0.039 Eh. The orbital gap is 10.40 eV. Its structure (SMILES) is C1=CCOCCC1.

Geometry as XYZ:
```
17
Properties=species:S:1:pos:R:3:lowdin_charge:R:1
C 0.328 1.430 -0.483 -0.1145
C 1.444 0.755 -0.217 -0.0769
C 1.498 -0.477 0.661 -0.2148
O 0.860 -1.627 0.146 -0.1419
C -0.403 -1.415 -0.465 -0.2174
C -1.305 -0.431 0.286 -0.1727
C -1.071 1.058 -0.053 -0.1880
H 0.399 2.332 -1.090 0.1005
H 2.386 1.111 -0.630 0.0999
H 1.083 -0.225 1.651 0.1203
H 2.540 -0.769 0.811 0.1182
H -0.869 -2.404 -0.481 0.1202
H -0.263 -1.092 -1.506 0.1242
H -1.166 -0.610 1.359 0.1127
H -2.353 -0.670 0.062 0.1107
H -1.751 1.359 -0.861 0.1071
H -1.356 1.675 0.810 0.1124
```

(3)
DFT (ωB97M-V/def2-TZVPD) results for a 11-piece molecular cluster, C36H81B5F20N9O3 overall at a distorted geometry.

The LUMO energy comes out at -0.048 Eh. The orbital gap is 10.01 eV. As for the net charge: +1.

Geometry as XYZ:
```
154
Properties=species:S:1:pos:R:3:lowdin_charge:R:1
C 1.522 0.689 -0.903 0.0103
N 0.513 0.590 0.158 -0.3152
C 1.161 0.922 1.508 0.0427
C -0.687 1.500 -0.096 0.0339
C 0.029 -0.786 0.317 -0.1066
C 1.096 -1.842 0.479 -0.2047
O 1.617 -2.203 -0.785 -0.1038
H 2.480 0.395 -0.471 0.1003
H 1.583 1.699 -1.322 0.1178
H 1.166 -0.044 -1.685 0.1082
H 1.916 0.223 1.525 0.0398
H 0.405 0.883 2.312 0.1044
H 1.534 1.904 1.433 0.1053
H -0.333 2.523 -0.146 0.1093
H -1.446 1.292 0.637 0.0740
H -1.018 1.404 -1.153 0.1098
H -0.609 -1.050 -0.587 0.1624
H -0.532 -0.786 1.290 0.1416
H 0.660 -2.645 1.034 0.1076
H 2.004 -1.577 1.016 0.1146
H 1.039 -2.781 -1.340 0.0854
C -2.421 -4.455 -5.831 0.0194
N -1.706 -5.102 -4.666 -0.3142
C -0.394 -4.461 -4.544 -0.0087
C -2.533 -4.751 -3.390 0.0566
C -1.621 -6.583 -4.719 -0.1334
C -1.143 -7.191 -5.988 -0.2235
O 0.267 -6.856 -6.113 -0.0566
H -1.773 -4.431 -6.775 0.1369
H -2.675 -3.435 -5.498 0.1041
H -3.318 -5.042 -6.050 0.1040
H 0.207 -4.970 -3.856 0.0917
H -0.478 -3.509 -4.111 0.0657
H 0.036 -4.408 -5.504 0.0976
H -2.163 -5.282 -2.535 0.0661
H -3.524 -5.053 -3.605 0.0942
H -2.354 -3.688 -3.164 0.1212
H -2.685 -6.958 -4.559 0.1635
H -0.962 -6.891 -3.864 0.1491
H -1.670 -6.991 -6.944 0.1275
H -1.315 -8.301 -5.849 0.1408
H 0.525 -7.111 -7.001 0.0895
C -3.438 -1.884 2.954 -0.0632
C -2.882 -2.571 4.231 -0.1094
N -1.556 -3.265 3.954 -0.0315
C -1.376 -4.141 2.895 -0.0271
C -0.149 -4.652 3.017 -0.0372
N 0.399 -4.189 4.180 -0.0509
C -0.500 -3.319 4.755 0.0021
C 1.803 -4.524 4.575 0.0423
H -3.279 -2.399 1.970 0.0822
H -3.047 -0.881 2.757 0.0482
H -4.529 -1.811 3.185 0.0889
H -3.560 -3.330 4.637 0.1206
H -2.664 -1.781 4.987 0.1386
H -2.177 -4.407 2.232 0.1233
H 0.473 -5.209 2.307 0.1349
H -0.259 -2.608 5.569 0.1649
H 2.140 -5.229 3.861 0.0763
H 1.897 -4.950 5.573 0.0995
H 2.454 -3.606 4.557 0.0927
C 3.749 5.752 3.392 -0.0363
C 4.824 5.008 2.536 -0.1002
N 4.862 3.544 2.891 -0.0101
C 4.950 2.997 4.161 -0.0090
C 5.062 1.654 4.064 0.0027
N 5.103 1.412 2.714 -0.0957
C 5.019 2.523 2.014 0.0120
C 5.118 0.111 2.099 0.0159
H 3.760 6.787 3.168 0.0646
H 3.904 5.636 4.411 0.0338
H 2.727 5.367 3.176 0.0993
H 5.860 5.339 2.613 0.1302
H 4.608 4.999 1.504 0.0824
H 4.883 3.619 5.074 0.1461
H 5.051 0.917 4.787 0.1205
H 5.035 2.511 0.931 0.1237
H 4.175 -0.396 2.289 0.0837
H 6.006 -0.419 2.556 0.1270
H 5.310 0.247 1.002 0.1054
C 5.365 -2.953 -0.944 -0.0687
C 4.362 -2.775 -2.067 -0.1449
N 4.208 -1.381 -2.628 0.0003
C 5.332 -0.594 -2.934 0.0255
C 4.849 0.438 -3.720 -0.0047
N 3.526 0.244 -3.926 -0.0593
C 3.181 -0.882 -3.288 -0.0314
C 2.644 1.175 -4.508 0.0079
H 5.278 -4.008 -0.684 0.0880
H 5.167 -2.380 -0.042 0.0684
H 6.403 -2.826 -1.256 0.0752
H 3.365 -3.147 -1.750 0.1147
H 4.715 -3.395 -2.889 0.1261
H 6.297 -0.853 -2.585 0.1149
H 5.397 1.248 -4.138 0.1374
H 2.205 -1.286 -3.293 0.1271
H 2.302 1.938 -3.800 0.1045
H 1.787 0.672 -4.949 0.0885
H 3.173 1.709 -5.276 0.1048
C -2.686 6.561 0.841 -0.0564
C -3.707 5.630 1.440 -0.1250
N -4.521 4.723 0.459 -0.2391
C -5.231 5.520 -0.555 -0.0032
C -3.521 3.876 -0.291 -0.1778
C -3.994 2.970 -1.393 -0.0371
C -5.462 3.853 1.326 -0.0306
C -6.712 4.570 1.990 -0.1865
O -6.359 5.865 2.434 -0.2167
C -7.559 6.535 2.823 -0.0782
H -2.724 7.497 1.352 0.0769
H -2.929 6.867 -0.232 0.0971
H -1.702 6.112 0.895 0.0853
H -4.416 6.105 2.102 0.1116
H -3.114 4.924 2.067 0.1359
H -6.007 6.110 -0.080 0.1014
H -5.708 5.017 -1.436 0.1256
H -4.517 6.241 -0.946 0.0878
H -3.110 3.338 0.568 0.0966
H -2.763 4.593 -0.655 0.1347
H -4.525 3.399 -2.179 0.0492
H -4.687 2.205 -1.002 0.0917
H -3.154 2.316 -1.706 0.0938
H -4.742 3.522 2.123 0.1299
H -5.790 2.993 0.762 0.1242
H -7.073 3.909 2.824 0.1511
H -7.489 4.578 1.212 0.1193
H -8.325 6.480 2.057 0.0884
H -7.324 7.572 3.011 0.0919
H -8.003 6.154 3.742 0.0951
B -2.237 2.052 2.870 -1.1215
F -3.344 1.894 1.964 0.0534
F -1.508 0.820 3.010 0.0678
F -1.336 3.052 2.467 0.1048
F -2.810 2.450 4.183 0.0175
B -0.397 -5.351 -0.926 -1.1564
F -0.505 -6.529 -1.684 0.1157
F -0.109 -4.145 -1.696 0.0513
F -1.596 -5.069 -0.170 0.0621
F 0.624 -5.550 0.019 0.1005
B -0.579 -0.716 -4.233 -1.2511
F 0.714 -1.288 -4.584 0.0400
F -0.910 -1.169 -2.995 0.1393
F -0.560 0.701 -4.199 0.0897
F -1.603 -1.203 -5.077 0.0950
B 4.631 3.327 -1.210 -1.2257
F 5.936 3.682 -1.070 0.1686
F 3.811 4.179 -0.374 0.0477
F 4.051 3.435 -2.505 0.0845
F 4.463 1.968 -0.770 0.0401
B 1.885 -1.017 4.373 -1.3845
F 2.999 -1.781 4.558 0.1300
F 1.151 -1.493 3.302 0.1454
F 1.100 -1.183 5.538 0.0926
F 2.271 0.263 4.100 0.1621
```

(4)
DFT (ωB97M-V/def2-TZVPD) results for a 2-piece molecular cluster, C4H9O overall at a distorted geometry.

The LUMO energy (spin up / spin down) comes out at 0.254 / 0.266 Eh. Its expectation value of S² is 0.751. The orbital gap (spin up / spin down) is 2.17 / 6.55 eV. As for the spin multiplicity: 2. As for the net charge: -2.

Geometry as XYZ:
```
14
Properties=species:S:1:pos:R:3:lowdin_charge:R:1
C 0.173 2.863 -0.272 -0.5175
O 1.245 2.212 0.257 -0.4857
H 0.466 3.933 -0.497 0.0084
H 0.043 2.407 -1.367 0.0309
H -0.790 2.764 0.217 0.0050
C -0.954 -1.947 -0.450 -0.3390
C -0.009 -1.829 0.709 -0.5042
C 0.858 -0.815 0.782 -0.0835
H -1.372 -3.013 -0.357 0.0033
H -1.767 -1.230 -0.480 -0.0121
H -0.386 -1.927 -1.399 -0.0195
H -0.184 -2.540 1.519 -0.1299
H 1.681 -0.835 1.440 -0.0328
H 0.995 -0.042 -0.103 0.0766
```

(5)
DFT (ωB97M-V/def2-TZVPD) results for a 10-piece molecular cluster, C30H50O30S5 overall at a distorted geometry.

The LUMO energy comes out at -0.009 Eh. The orbital gap is 10.15 eV. Its structure (SMILES) is O=S1(=O)OCCO1.O=S1(=O)OCCO1.O=S1(=O)OCCO1.O=S1(=O)OCCO1.O=S1(=O)OCCO1.O=C1CCCO1.O=C1CCCO1.O=C1CCCO1.O=C1CCCO1.O=C1CCCO1.

Geometry as XYZ:
```
115
Properties=species:S:1:pos:R:3:lowdin_charge:R:1
O -5.934 -2.435 -2.383 -0.2458
S -4.788 -1.790 -1.733 0.8035
O -4.386 -2.123 -0.275 -0.3066
O -3.438 -1.657 -2.779 -0.2334
C -3.171 -0.316 -3.099 -0.1789
C -4.511 0.380 -2.847 -0.1539
O -5.173 -0.205 -1.705 -0.2060
H -2.351 0.030 -2.470 0.1034
H -2.949 -0.409 -4.162 0.1297
H -5.120 0.354 -3.751 0.1355
H -4.338 1.405 -2.518 0.1327
O -2.295 3.486 4.589 -0.2515
S -2.995 4.067 3.449 0.8137
O -2.747 5.518 3.196 -0.2562
O -2.959 3.048 2.051 -0.2191
C -4.220 2.648 1.594 -0.2275
C -5.045 2.517 2.801 -0.1938
O -4.602 3.619 3.565 -0.2140
H -4.581 3.496 1.012 0.1321
H -4.370 1.786 0.944 0.1367
H -5.036 1.508 3.214 0.1165
H -6.119 2.703 2.768 0.1444
O 5.822 2.578 2.974 -0.2297
S 5.169 1.390 2.430 0.7821
O 4.413 1.382 1.146 -0.2886
O 6.147 0.015 2.646 -0.2256
C 5.344 -1.200 2.925 -0.1093
C 3.926 -0.662 3.319 -0.1788
O 4.035 0.764 3.458 -0.2171
H 5.239 -1.763 1.998 0.1275
H 5.768 -1.683 3.806 0.1207
H 3.614 -1.250 4.181 0.1171
H 3.189 -0.986 2.585 0.0964
O 4.355 3.659 -5.437 -0.2538
S 4.940 3.258 -4.132 0.7538
O 6.354 2.751 -4.080 -0.2789
O 4.940 4.457 -3.081 -0.1796
C 4.550 3.968 -1.772 -0.1447
C 4.142 2.513 -1.842 -0.1998
O 3.977 2.238 -3.221 -0.2257
H 5.269 4.162 -0.976 0.1393
H 3.598 4.371 -1.426 0.1089
H 3.143 2.301 -1.462 0.1229
H 4.896 1.832 -1.446 0.1188
O -1.849 -3.488 2.215 -0.2615
S -2.009 -3.279 3.676 0.7428
O -2.003 -4.506 4.549 -0.2476
O -1.275 -1.949 4.174 -0.2159
C -1.844 -0.762 3.657 -0.1221
C -3.357 -1.211 3.355 -0.1328
O -3.502 -2.566 3.835 -0.2066
H -1.709 0.154 4.232 0.1320
H -1.292 -0.498 2.755 0.1107
H -3.485 -1.164 2.273 0.1035
H -4.181 -0.690 3.843 0.1184
O 0.341 -5.157 -0.123 0.0707
C -0.476 -4.846 -1.011 -0.4347
C -1.788 -5.467 -1.476 -0.0927
C -1.836 -5.201 -2.887 -0.1644
C -0.986 -3.954 -3.008 -0.1574
O -0.037 -4.099 -2.003 0.0330
H -1.700 -6.528 -1.242 0.1384
H -2.569 -5.045 -0.842 0.1384
H -1.908 -6.096 -3.504 0.1330
H -2.804 -4.725 -3.044 0.1136
H -0.674 -3.747 -4.031 0.1435
H -1.677 -3.134 -2.809 0.0906
O 4.590 -3.678 5.092 0.1084
C 3.669 -4.220 4.561 -0.5451
C 2.519 -5.054 5.168 -0.0369
C 1.376 -4.993 4.044 -0.0965
C 2.230 -4.657 2.819 -0.1147
O 3.496 -4.109 3.277 0.0285
H 3.001 -6.008 5.382 0.1276
H 2.161 -4.464 6.012 0.1213
H 1.192 -6.055 4.204 0.1160
H 0.605 -4.248 4.240 0.0823
H 2.401 -5.484 2.130 0.1304
H 1.752 -3.824 2.304 0.1013
O -1.838 0.845 -0.167 0.0465
C -0.825 0.110 -0.275 -0.4767
C -0.844 -1.383 -0.270 -0.0374
C 0.609 -1.677 0.154 -0.1025
C 1.364 -0.347 0.157 -0.1482
O 0.375 0.583 -0.110 0.0374
H -1.720 -1.633 0.328 0.1077
H -1.055 -1.725 -1.284 0.1079
H 0.742 -2.041 1.173 0.0967
H 1.141 -2.391 -0.474 0.1109
H 1.646 -0.020 1.158 0.1193
H 2.195 -0.329 -0.547 0.1333
O -1.468 0.500 -6.130 0.1087
C -0.687 1.008 -5.377 -0.4787
C -0.015 2.437 -5.402 -0.0610
C 1.343 2.121 -4.911 -0.1798
C 1.062 0.963 -3.908 -0.1137
O -0.149 0.300 -4.377 -0.0014
H -0.070 2.897 -6.389 0.1339
H -0.477 3.000 -4.591 0.1218
H 2.100 1.728 -5.590 0.1227
H 1.687 3.103 -4.586 0.0926
H 1.788 0.158 -3.792 0.1272
H 0.863 1.374 -2.919 0.1064
O 1.254 4.483 -2.531 0.0787
C 0.448 4.941 -1.702 -0.3499
C -0.430 4.136 -0.848 -0.0712
C -1.165 5.248 -0.017 -0.1244
C -0.571 6.676 -0.336 -0.1511
O 0.192 6.351 -1.465 -0.0199
H -1.086 3.496 -1.439 0.1248
H 0.135 3.531 -0.139 0.1264
H -2.214 5.100 -0.272 0.1054
H -1.051 5.138 1.062 0.0871
H -1.448 7.300 -0.506 0.1233
H 0.092 7.045 0.447 0.1246
```

(6)
DFT (ωB97M-V/def2-TZVPD) results for one molecule with the formula C3H3FN2OS at a distorted geometry.

The LUMO energy comes out at 0.004 Eh. The orbital gap is 8.76 eV. Its structure (SMILES) is On1[nH]c(F)cc1=S.

Geometry as XYZ:
```
11
Properties=species:S:1:pos:R:3:lowdin_charge:R:1
O 1.680 -0.548 -1.126 -0.0129
N 0.458 -0.616 -0.512 -0.1958
N -0.625 -0.326 -1.378 0.1560
C -1.544 0.213 -0.521 -0.3255
F -2.682 0.529 -1.106 0.1391
C -1.050 0.493 0.708 0.0189
C 0.334 0.030 0.680 -0.7842
S 1.599 0.153 1.737 0.6593
H 2.321 -0.356 -0.384 0.0463
H -0.864 -1.126 -1.978 0.1798
H -1.611 0.849 1.558 0.1191
```

no.,energy (a.u.),M (g/mol)
1,-752.46467,250.4
2,-309.81358,98.1
3,-4261.27455,1122.1
4,-232.78144,73.1
5,-5420.91292,1051.0
6,-798.82194,134.1